Entry 1:
65
Properties=species:S:1:pos:R:3:forces:R:3 method="wB97M-V/def2-TZVPD" homo_ha=-0.3549 gap_ev=8.53 e_tot_ha=-3846.51796 spin_multiplicity=1
O -7.385691 2.965174 3.608548 -0.45 -0.44 0.13
C -8.218424 2.209304 3.997208 1.56 1.61 -0.57
F -9.478163 2.385176 3.607463 0.38 -0.76 0.74
N -7.807228 1.097718 4.831444 -2.30 -1.20 0.03
C -8.690593 0.861101 5.899202 -1.76 0.29 0.62
O -9.603882 1.554517 6.219105 0.93 0.15 -0.08
F -8.489636 -0.277380 6.604470 0.85 0.41 -1.01
C -7.541884 -0.083296 4.016229 1.85 -0.74 -0.58
C -6.133845 -0.416008 3.865434 -0.11 0.46 0.33
C -5.678651 -1.447170 3.117644 -0.05 -0.29 -0.33
C -6.634204 -2.262585 2.425787 -0.68 0.45 0.15
N -6.404358 -3.298641 1.618195 -0.93 0.06 0.07
S -7.872856 -3.805642 1.141441 -0.04 0.07 0.18
N -8.878783 -2.778135 1.916862 1.40 -0.44 -0.48
C -8.052906 -1.964491 2.570118 0.56 0.63 0.64
C -8.480117 -0.846632 3.379754 -0.85 -0.18 0.68
S -10.233858 -0.486143 3.486118 -0.32 0.04 -0.12
H -5.391387 0.197703 4.379259 -0.44 -0.01 -0.07
H -4.608424 -1.624245 3.018799 -0.36 -0.07 -0.06
H -10.679856 -1.154438 4.586766 0.74 -0.04 -0.32
O -3.628437 -0.746150 0.701809 -0.06 -0.22 -0.16
S -2.747818 -0.022728 -0.166555 0.52 0.51 0.21
O -2.804709 -0.185133 -1.584480 -0.24 -0.21 0.02
O -1.244965 -0.243538 0.323108 -0.23 0.23 0.09
C -0.773213 -1.594012 0.485822 0.29 -0.80 -0.12
C -0.436176 -2.243322 -0.841935 -0.26 0.13 -0.22
C -2.849426 1.696113 0.211692 0.05 0.06 0.06
H -1.501774 -2.186821 1.043093 -0.13 0.18 -0.02
H 0.126496 -1.532129 1.097284 -0.09 0.32 0.04
H -1.333859 -2.404085 -1.439570 0.00 -0.03 0.04
H 0.042759 -3.210277 -0.684077 0.04 0.05 0.08
H 0.230601 -1.608773 -1.424372 0.09 -0.07 0.07
H -2.759390 1.826849 1.286930 0.01 -0.03 -0.02
H -3.819020 2.051850 -0.131587 -0.01 -0.10 -0.02
H -2.053209 2.218076 -0.313202 -0.01 -0.04 -0.01
O 2.435689 -1.613556 -2.636597 0.05 -0.27 -0.16
S 3.327184 -0.914928 -3.512936 0.24 0.68 0.11
O 3.277318 -1.098297 -4.927420 -0.17 -0.28 0.04
O 4.833248 -1.148836 -3.009880 -0.42 -0.03 -0.16
C 5.291050 -2.500353 -2.824859 0.28 -0.76 -0.13
C 5.627062 -3.168831 -4.143052 -0.20 0.07 -0.23
C 3.247202 0.811195 -3.162195 0.13 0.03 0.02
H 4.554447 -3.078741 -2.263562 -0.13 0.18 -0.03
H 6.190473 -2.438805 -2.211570 -0.08 0.32 0.03
H 4.730838 -3.328458 -4.742512 0.01 -0.02 0.03
H 6.096131 -4.138010 -3.969812 0.02 0.04 0.08
H 6.302646 -2.545369 -4.729360 0.06 -0.02 0.08
H 3.333387 0.958900 -2.088470 -0.01 0.00 -0.02
H 2.283715 1.172908 -3.516066 -0.01 -0.12 -0.02
H 4.053009 1.316941 -3.690618 0.00 -0.01 0.03
O 8.021132 1.154660 -2.906889 -0.06 0.23 -0.23
S 7.127774 1.788189 -1.985782 0.04 -0.24 0.76
O 6.160434 2.747487 -2.428577 0.06 -0.06 -0.30
O 7.982730 2.427657 -0.797410 -0.15 -0.23 -0.05
C 9.057067 3.320501 -1.137910 0.44 0.62 -0.20
C 8.551185 4.698727 -1.518132 -0.24 -0.02 -0.18
C 6.305793 0.557332 -1.036713 -0.12 0.01 0.12
H 9.671378 2.891412 -1.931956 -0.15 -0.14 -0.01
H 9.684344 3.396760 -0.250533 -0.18 -0.25 0.11
H 7.995691 4.669108 -2.455520 0.03 0.00 0.01
H 9.385417 5.390520 -1.640492 0.04 -0.06 0.06
H 7.876474 5.085789 -0.753779 0.09 0.00 0.04
H 7.041042 -0.148530 -0.657965 0.03 0.05 -0.01
H 5.599999 0.053301 -1.703673 0.33 0.24 0.20
H 5.773025 1.039522 -0.219564 0.07 0.04 -0.01

***

Entry 2:
75
Properties=species:S:1:pos:R:3:forces:R:3 method="wB97M-V/def2-TZVPD" homo_ha=-0.3733 gap_ev=9.68 smiles="O=C1OC[C@@H](F)O1.O=C1OC[C@@H](F)O1.O=C1OC[C@@H](F)O1.O=C1OC[C@@H](F)O1.C[N+](=O)[O-].C[N+](=O)[O-].C[N+](=O)[O-].C[N+](=O)[O-].C[N+](=O)[O-]" e_tot_ha=-2992.05428 relative_energy_kcal_mol=9.4 spin_multiplicity=1
O -2.147568 -4.273362 1.774579 -0.75 0.61 -0.34
C -1.402488 -4.302769 0.855855 0.90 -0.83 0.99
O -1.343261 -3.490141 -0.216107 0.03 -0.24 -0.09
C -0.072383 -3.706697 -0.867028 -0.23 -0.19 -0.12
C 0.351390 -5.084812 -0.380836 -1.37 -0.16 0.81
F 1.670799 -5.191454 -0.128822 -0.27 -0.07 -0.15
O -0.401119 -5.233305 0.828563 0.46 0.47 -0.51
H -0.210478 -3.756303 -1.944028 -0.06 0.55 0.02
H 0.569296 -2.896069 -0.532653 0.45 -0.24 -0.32
H -0.057873 -5.893052 -1.000689 0.95 0.04 -0.33
O -1.954720 0.792858 4.755629 -0.11 0.11 -0.57
C -1.017512 0.095988 4.607636 -0.07 -0.01 0.52
O -0.566171 -0.756260 5.545308 0.62 -0.27 0.92
C 0.786264 -1.085600 5.260954 -0.18 -0.48 -0.78
C 0.843549 -0.859892 3.748890 0.37 -0.51 1.16
F 0.569145 -1.988535 3.020819 0.29 -0.07 0.04
O -0.197629 0.032103 3.509936 0.45 0.64 -0.26
H 1.528759 -0.440348 5.735014 -0.44 0.41 0.22
H 1.057861 -2.098536 5.548953 -0.49 -0.16 -0.08
H 1.866051 -0.519678 3.572150 -0.44 0.31 -1.19
O 3.397626 -1.152530 1.607347 -0.28 0.03 -0.49
C 4.273730 -0.435828 1.261633 -0.23 0.63 0.99
O 4.125078 0.836721 0.781227 -0.22 -0.60 -1.09
C 5.402962 1.497809 0.929284 -0.79 -0.56 1.30
C 6.342781 0.303366 0.872611 0.58 1.54 0.58
F 7.443155 0.591381 1.633314 -0.18 -0.46 -0.03
O 5.581684 -0.707509 1.478408 0.48 -0.20 -0.79
H 5.625845 2.335149 0.276550 -0.45 -0.28 -0.44
H 5.257263 1.847785 1.957723 1.20 0.35 -0.06
H 6.703296 0.073446 -0.131038 -0.17 -0.45 0.05
O -2.930252 1.912645 1.434746 0.56 -0.79 -0.03
C -2.532943 2.897253 0.925198 -1.66 0.46 0.12
O -3.249111 3.571307 -0.024082 0.32 0.07 -0.58
C -2.740812 4.881929 -0.100246 0.68 1.51 0.57
C -1.351250 4.790240 0.556224 -0.49 -0.02 -0.82
F -1.100694 5.850493 1.370837 -0.21 -0.17 0.36
O -1.447051 3.591333 1.275074 1.12 0.15 0.49
H -2.641185 5.386696 -1.061604 -0.27 -0.98 -0.52
H -3.372096 5.570065 0.470172 0.02 -0.22 0.32
H -0.516554 4.738747 -0.139230 -0.02 -0.12 0.04
C -4.286989 -1.869126 0.770637 -0.90 0.50 0.91
N -4.977084 -0.604899 1.199337 1.55 1.75 -0.57
O -4.954432 -0.336391 2.378775 -0.47 -0.53 0.24
O -5.363004 0.168223 0.337322 -0.40 -0.66 -0.06
H -3.458086 -1.979554 1.460434 -0.03 -0.25 -0.05
H -3.973908 -1.787917 -0.261156 -0.26 -0.08 -0.06
H -5.088965 -2.568699 1.002467 0.50 -0.68 -0.44
C -0.238985 -0.462072 0.375287 -0.82 -0.18 0.54
N -0.868403 -0.410565 -0.962680 0.54 -0.53 -0.49
O -0.200364 -0.769283 -1.919812 -0.07 0.02 0.05
O -2.018203 -0.068731 -1.041786 -0.53 0.33 0.23
H -0.404807 0.506732 0.841580 0.44 0.09 -0.08
H 0.770375 -0.851059 0.314902 0.15 0.45 -0.12
H -0.852562 -1.146260 0.962595 0.00 -0.06 -0.10
C 2.270523 -1.153096 -4.347880 -0.43 -0.60 -0.25
N 2.843433 -1.705804 -3.088334 0.31 0.00 -0.20
O 3.684438 -2.571256 -3.223369 -0.08 -0.10 0.08
O 2.502551 -1.225389 -2.032403 0.07 0.16 0.20
H 2.206129 -1.985314 -5.043576 0.32 0.07 -0.08
H 2.984044 -0.411164 -4.692554 -0.16 0.12 -0.08
H 1.257569 -0.790511 -4.199040 0.22 0.37 0.41
C -3.692398 0.886222 -3.255598 -0.58 -0.45 -0.59
N -4.479261 1.154021 -4.505678 0.02 0.56 -0.15
O -5.671761 0.930546 -4.451555 0.23 0.00 -0.14
O -3.894009 1.604238 -5.481653 -0.19 -0.29 0.47
H -4.035092 -0.102950 -2.965412 0.30 -0.01 0.23
H -4.026076 1.594399 -2.503067 0.19 0.11 -0.01
H -2.642720 0.921052 -3.514241 0.00 0.10 0.21
C 2.601384 2.208477 -1.867662 -0.38 -0.47 -0.45
N 1.378296 2.856915 -1.299312 1.30 -0.28 0.42
O 1.569049 3.891376 -0.694794 -0.38 0.27 -0.05
O 0.337245 2.253692 -1.384302 -0.44 0.17 -0.10
H 2.904122 1.441780 -1.156380 -0.05 0.09 0.04
H 3.384167 2.938344 -2.031718 -0.14 0.18 0.11
H 2.290436 1.719418 -2.787650 0.07 0.03 0.02

***

Entry 3:
50
Properties=species:S:1:pos:R:3:forces:R:3 method="wB97M-V/def2-TZVPD" homo_ha="-0.5036 / -0.5120" s2=6.0591 gap_ev="7.11 / 5.88" e_tot_ha=-3675.15761 relative_energy_kcal_mol=33.5 spin_multiplicity=5 total_charge=+2
Mn -0.018910 0.069718 -3.529440 -0.06 0.09 -0.60
C 2.645848 -1.252267 -2.619417 -0.02 0.03 0.04
C 1.732252 -2.481514 -2.827993 -0.01 -0.02 -0.01
S 0.104101 -2.190742 -3.650438 -0.02 0.08 0.13
C -1.194580 -2.580449 -2.402685 0.03 0.03 0.04
C -2.453610 -1.689356 -2.488875 -0.02 0.00 -0.01
S -2.274536 -0.058718 -3.334144 0.09 0.03 0.11
C -2.467618 1.243991 -2.046234 0.02 -0.02 0.04
C -1.631884 2.513849 -2.313221 0.00 0.02 -0.02
S -0.136137 2.333224 -3.379850 0.04 -0.09 0.10
C 1.328326 2.572829 -2.289246 -0.02 -0.02 0.05
C 2.555042 1.715625 -2.672766 0.01 0.00 -0.01
S 2.238310 0.200028 -3.679071 -0.07 -0.04 0.12
H 3.675257 -1.525347 -2.842677 0.00 -0.01 0.01
H 2.588090 -0.918375 -1.585740 0.01 0.01 0.00
H 1.519935 -2.927072 -1.856303 0.01 -0.03 -0.01
H 2.224197 -3.229548 -3.444639 0.01 0.02 -0.02
H -0.724825 -2.475406 -1.426824 0.01 -0.01 0.00
H -1.480316 -3.619588 -2.554248 0.00 0.00 0.01
H -2.815705 -1.490696 -1.480013 -0.04 -0.01 -0.01
H -3.250070 -2.190958 -3.033299 0.02 -0.01 -0.02
H -2.184155 0.799445 -1.095069 0.01 -0.02 -0.01
H -3.522777 1.510251 -2.015891 0.00 0.01 0.01
H -1.298645 2.922821 -1.359742 -0.01 0.03 -0.01
H -2.228811 3.274475 -2.811182 -0.01 -0.02 -0.02
H 1.003381 2.330914 -1.280083 -0.01 0.00 -0.01
H 1.597789 3.625963 -2.343527 0.01 0.00 0.01
H 3.061321 1.397033 -1.761580 0.03 0.01 -0.02
H 3.264376 2.290761 -3.262967 -0.02 0.01 -0.02
C -0.373324 0.136017 6.283476 0.00 0.00 0.00
C -0.230068 0.052723 4.797266 0.00 0.00 0.00
C -0.025894 -1.172266 4.159135 0.00 0.00 0.00
C 0.116033 -1.272505 2.790107 0.01 0.00 0.00
C 0.331950 -2.633870 2.189114 0.00 0.00 0.00
C 0.044987 -0.080973 2.017241 0.00 0.08 -0.01
Te 0.310474 -0.218269 -0.017169 0.05 -0.14 0.13
C -0.170543 1.175841 2.643289 -0.02 0.00 0.00
C -0.248520 2.488870 1.913671 0.00 0.00 0.01
C -0.300596 1.206813 4.017816 -0.02 0.00 0.00
H -0.312664 -0.843624 6.751212 0.00 0.00 0.00
H -1.329579 0.589732 6.549204 0.00 0.00 0.00
H 0.408818 0.770199 6.704596 0.00 0.00 0.00
H 0.024432 -2.072497 4.758858 0.00 0.00 0.00
H 0.366380 -3.387476 2.972383 0.00 0.00 0.00
H 1.269139 -2.681306 1.633250 0.00 0.00 0.00
H -0.475624 -2.898908 1.504333 0.00 0.00 0.00
H -0.391053 2.362104 0.842504 -0.01 0.00 0.00
H 0.667784 3.062567 2.067560 0.01 -0.01 -0.02
H -1.073004 3.085287 2.303083 0.01 0.01 0.01
H -0.464750 2.160669 4.506256 0.00 0.00 0.00

***

Entry 4:
53
Properties=species:S:1:pos:R:3:forces:R:3 method="wB97M-V/def2-TZVPD" homo_ha=-0.1068 gap_ev=5.90 e_tot_ha=-1300.17202 relative_energy_kcal_mol=7.8 spin_multiplicity=1 total_charge=-1
C 0.927176 3.760722 2.416509 0.17 0.25 0.39
C 0.469383 3.320570 1.064667 0.10 -0.63 0.06
O 0.628271 1.883469 0.933003 0.29 0.71 0.68
C 0.084627 1.538565 -0.240859 -0.33 -1.85 -1.29
O -0.306192 2.397182 -1.018531 0.17 -0.83 0.20
N -0.060136 0.144203 -0.499688 1.89 3.79 1.32
N -0.824319 -0.105866 -1.540709 -4.19 1.45 -2.47
C -2.090319 0.380704 -1.301207 2.92 -1.64 -0.25
O -2.630110 0.683900 -0.231520 -0.24 0.48 -0.06
O -2.705577 0.448681 -2.494836 -2.11 0.82 -0.10
C -4.053013 0.979380 -2.406575 0.75 -0.56 -0.13
C -4.470241 1.220346 -3.834686 -0.07 0.35 -0.25
C 0.482292 -1.003512 0.129360 -0.46 -0.48 0.94
C -0.710109 -1.300936 1.069260 -0.13 -0.74 0.19
O -1.606187 -2.075619 0.810881 0.60 0.50 0.47
O -0.668027 -0.472952 2.127646 -0.84 -0.26 -0.05
C -1.954023 -0.142184 2.743371 0.66 -0.13 -0.34
C -1.543029 0.788152 3.846719 0.02 0.20 0.36
C 1.805008 -0.751386 0.866744 -0.42 -0.55 0.40
C 2.966958 -0.285410 0.001697 -0.06 0.28 -0.11
C 3.179741 -1.030226 -1.320594 0.14 0.16 0.07
C 3.706339 -2.470658 -1.148883 0.14 0.28 -0.28
C 2.656732 -3.551326 -1.357000 -0.08 0.05 0.10
C 1.417219 -3.414152 -0.470546 -0.60 -0.11 0.48
C 0.497236 -2.218060 -0.852734 0.86 -1.12 -0.82
O -0.110117 -2.359644 -1.882561 0.55 -0.46 0.65
H 0.772929 4.839974 2.455980 0.06 0.10 0.14
H 0.341708 3.318694 3.228079 0.13 -0.04 -0.14
H 1.990253 3.569679 2.587283 -0.10 -0.08 0.00
H 1.041074 3.778113 0.252303 -0.19 0.20 0.23
H -0.594820 3.509664 0.914701 0.18 0.33 -0.01
H -4.061407 1.910417 -1.824857 0.03 -0.35 -0.01
H -4.702965 0.243633 -1.916906 0.13 0.14 0.05
H -5.545885 1.108780 -3.951441 -0.14 0.01 -0.10
H -4.198309 2.235374 -4.128302 0.01 -0.03 -0.16
H -3.953631 0.531315 -4.504681 -0.13 -0.06 0.08
H -2.420648 -1.060120 3.114826 0.01 0.14 -0.11
H -2.581095 0.344399 1.985353 0.17 -0.30 0.08
H -2.399826 1.123243 4.428268 -0.11 0.02 0.06
H -0.842816 0.276687 4.513788 -0.06 0.10 0.02
H -1.037943 1.664551 3.432123 -0.10 -0.14 0.02
H 1.612706 -0.001550 1.642608 0.06 -0.28 -0.22
H 2.049123 -1.685971 1.394002 0.10 0.32 -0.10
H 3.864107 -0.388311 0.626402 0.07 0.14 -0.18
H 2.839509 0.789758 -0.202019 0.02 -0.30 0.00
H 3.903518 -0.444616 -1.908133 -0.18 -0.18 0.11
H 2.247796 -1.030872 -1.904573 0.25 0.09 0.06
H 4.161376 -2.584076 -0.156625 -0.01 0.04 -0.05
H 4.507519 -2.620325 -1.885670 -0.06 -0.13 0.20
H 3.107840 -4.529056 -1.161244 0.00 -0.01 -0.04
H 2.341196 -3.555528 -2.405201 -0.10 0.04 0.07
H 1.675541 -3.400749 0.595328 0.14 -0.09 -0.21
H 0.793565 -4.307053 -0.630324 0.07 0.32 0.06